1.
ORCA calculation (ωB97M-V/def2-TZVPD) on 3 unconnected molecules or ions with the total composition C3H11NO3 in a non-equilibrium geometry.

The energy above the lowest of the compared OMol25 structures with the same formula, charge and spin is 218.1 kJ/mol. The net charge is 0. The value obtained for the HOMO energy is -9.74 eV. The calculation puts the gap between HOMO and LUMO at 10.572 eV. As for the molecular weight: 109.12 g mol⁻¹. As for the SMILES: CNCC=O.O.O.

Geometry as XYZ:
```
18
C3H11NO3 ωB97M-V/def2-TZVPD
C 1.108 1.945 0.292
N 0.253 0.701 0.341
C 0.408 0.066 1.647
C 0.024 -1.349 1.298
O 0.778 -2.146 0.796
H 1.083 2.286 -0.728
H 2.096 1.706 0.724
H 0.785 2.707 0.983
H 0.613 0.054 -0.371
H 1.427 -0.018 2.108
H -0.165 0.727 2.329
H -1.001 -1.636 1.545
O 0.000 -1.502 -3.221
H -0.791 -1.912 -2.856
H 0.384 -2.176 -3.812
O -2.484 -0.148 -0.226
H -2.976 0.594 -0.584
H -1.543 0.100 -0.266
```

---

2.
ORCA calculation (ωB97M-V/def2-TZVPD) on 2 unconnected molecules or ions with the total composition C5H8O2 in a non-equilibrium geometry.

The energy above the lowest of the compared OMol25 structures with the same formula, charge and spin is 836.5 kJ/mol. The net charge is 0. The value obtained for the HOMO energy is -7.97 eV. The calculation puts the gap between HOMO and LUMO at 3.828 eV. As for the molecular weight: 100.12 g mol⁻¹.

Geometry as XYZ:
```
15
C5H8O2 ωB97M-V/def2-TZVPD
O 1.895 0.849 0.253
C 1.680 1.130 1.443
C 0.463 1.136 2.129
C -0.116 0.518 -1.855
C -0.821 -0.594 -1.626
C -1.112 -1.004 -0.187
O -1.907 -2.024 -0.111
H 2.568 1.417 2.055
H -0.443 0.901 1.592
H 0.484 1.357 3.181
H -0.352 1.304 -2.561
H 0.682 0.724 -1.129
H -1.359 -0.084 0.392
H -1.410 -1.136 -2.358
H -0.050 -1.196 0.210
```

---

How do the records compare in E_tot? In the order shown, they have -401.32997 -345.48636 Eh.
How do the records compare in LUMO? In the order shown, they have 0.8 -4.1 eV.